A molecular structure, C32H82F6NO17S2V in a non-equilibrium geometry, computed with wB97M-V/def2-TZVPD.

XYZ file:
```
141
Properties=species:S:1:pos:R:3:mulliken_charge:R:1
O 7.6573 -25.3432 -9.6284 -0.476
V 7.2339 -23.8210 -9.2927 1.917
O 5.8825 -23.7948 -8.4450 -0.467
C 12.6024 -20.6167 -9.1930 0.654
F 12.4285 -21.9147 -8.9044 -0.229
F 12.4230 -19.9259 -8.0044 -0.223
F 13.8403 -20.4591 -9.6527 -0.206
S 11.2517 -20.1360 -10.5103 0.945
O 11.8134 -19.0198 -11.2721 -0.548
O 11.0882 -21.3490 -11.2619 -0.666
N 9.7353 -19.9443 -9.6091 -0.438
S 9.6040 -18.4080 -9.6345 1.055
O 10.7905 -17.6673 -9.1598 -0.628
O 9.0930 -17.9651 -10.9404 -0.643
C 8.2586 -18.1352 -8.3241 0.580
F 7.2032 -18.6968 -8.8425 -0.223
F 8.6144 -18.7478 -7.1892 -0.202
F 7.9755 -16.8023 -8.1205 -0.206
O 12.9466 -22.5007 -17.3482 -0.641
H 13.0678 -21.5529 -17.2911 0.323
H 12.8048 -22.7794 -16.4435 0.319
C 16.9222 -27.6656 -15.1000 -1.203
C 17.6026 -26.5161 -14.3370 0.418
C 17.0114 -26.4923 -12.9154 -1.242
O 19.0181 -26.7182 -14.4100 -0.550
H 17.0781 -28.5823 -14.5312 0.300
H 17.3565 -27.8656 -16.0795 0.321
H 15.8468 -27.5468 -15.2317 0.352
H 17.3512 -25.6119 -14.8913 0.270
H 17.4426 -25.5930 -12.4756 0.287
H 17.3775 -27.3673 -12.3783 0.355
H 15.9237 -26.4587 -12.8533 0.350
H 19.2710 -26.3082 -15.2403 0.341
C 10.3451 -16.0139 -17.5825 -1.214
C 11.7226 -15.3905 -17.3141 0.372
C 11.8047 -14.2081 -16.3168 -1.165
O 12.5797 -16.4266 -16.8590 -0.537
H 10.3858 -16.9388 -18.1579 0.316
H 9.6771 -15.3702 -18.1548 0.355
H 9.8495 -16.1513 -16.6214 0.291
H 12.0421 -15.1501 -18.3281 0.264
H 11.1010 -13.4194 -16.5832 0.344
H 12.8441 -13.8798 -16.3104 0.294
H 11.4140 -14.5005 -15.3422 0.340
H 12.3330 -16.6447 -15.9572 0.341
C 14.2699 -17.3308 -1.7225 -1.207
C 13.4726 -16.6262 -0.5845 0.251
C 11.9909 -16.9750 -0.6385 -1.089
O 13.9325 -17.0768 0.6104 -0.537
H 14.1021 -18.4064 -1.6685 0.322
H 15.3464 -17.1721 -1.6574 0.334
H 14.0203 -17.0184 -2.7365 0.350
H 13.6681 -15.5539 -0.5781 0.307
H 11.8487 -18.0543 -0.5831 0.243
H 11.5875 -16.5533 -1.5591 0.346
H 11.5035 -16.5783 0.2521 0.317
H 14.0372 -18.0196 0.4627 0.363
C 21.1302 -18.4600 -16.9035 -1.270
C 19.6468 -18.7928 -16.6979 0.566
C 19.2861 -19.4285 -15.3753 -1.203
O 18.8757 -17.6292 -16.8304 -0.553
H 21.7990 -19.3015 -16.7227 0.369
H 21.5494 -17.7095 -16.2335 0.342
H 21.2765 -18.2675 -17.9664 0.303
H 19.3492 -19.4562 -17.5100 0.183
H 19.7912 -18.8425 -14.6074 0.287
H 19.6697 -20.4422 -15.2591 0.327
H 18.2008 -19.4702 -15.2830 0.351
H 17.9188 -17.7056 -16.8208 0.299
C 23.5389 -16.9050 -9.2608 -1.296
C 23.3416 -17.8709 -8.0610 0.474
C 21.8346 -18.3125 -7.9289 -1.231
O 24.1168 -18.9524 -8.2997 -0.526
H 22.9439 -15.9920 -9.2380 0.352
H 23.3988 -17.3502 -10.2458 0.342
H 24.5826 -16.6191 -9.3911 0.327
H 23.6244 -17.4899 -7.0797 0.229
H 21.7325 -19.1334 -7.2191 0.389
H 21.4394 -18.6102 -8.9001 0.299
H 21.2153 -17.5002 -7.5484 0.318
H 23.8863 -19.5098 -7.5528 0.322
C 6.0119 -22.5841 -16.0000 -1.105
C 5.7572 -21.7279 -14.7504 0.207
C 4.5167 -20.8496 -14.8626 -1.257
O 5.4843 -22.6323 -13.7152 -0.557
H 5.0292 -23.0264 -16.1636 0.270
H 6.7988 -23.2927 -15.7415 0.296
H 6.3069 -21.9517 -16.8373 0.350
H 6.6877 -21.1604 -14.7318 0.361
H 4.4916 -20.1438 -14.0323 0.352
H 3.5296 -21.2741 -15.0456 0.381
H 4.7080 -20.1614 -15.6859 0.349
H 4.5842 -22.9340 -13.8579 0.356
C 19.6328 -11.4454 -12.4389 -1.294
C 19.0547 -12.7551 -13.0222 0.523
C 17.6620 -13.1165 -12.4537 -1.214
O 18.8779 -12.5349 -14.4023 -0.544
H 19.0234 -10.5718 -12.6703 0.339
H 20.6949 -11.3230 -12.6510 0.311
H 19.5433 -11.5199 -11.3551 0.355
H 19.7949 -13.5457 -12.8990 0.237
H 17.5872 -13.2792 -11.3785 0.349
H 17.2345 -14.0120 -12.9049 0.315
H 16.9269 -12.3273 -12.6116 0.315
H 18.7716 -13.4105 -14.7814 0.308
C 8.3226 -23.2248 -2.5470 -1.093
C 9.6400 -23.0758 -3.3064 0.281
C 10.8064 -23.5030 -2.4072 -1.167
O 9.5026 -23.9345 -4.4319 -0.550
H 7.9006 -24.2282 -2.6031 0.329
H 7.5992 -22.5275 -2.9694 0.275
H 8.4634 -23.0364 -1.4827 0.321
H 9.8738 -22.0729 -3.6635 0.318
H 10.6223 -23.1153 -1.4052 0.328
H 11.7521 -23.0834 -2.7501 0.306
H 10.7678 -24.5880 -2.3107 0.318
H 9.4165 -24.8247 -4.0829 0.334
C 0.8266 -12.0260 -9.3220 -1.390
C 0.3571 -12.6021 -10.6331 0.579
C 1.3355 -13.7257 -11.0853 -1.223
O -0.8955 -13.1660 -10.4513 -0.546
H 0.8617 -12.8435 -8.6019 0.328
H 0.1907 -11.2246 -8.9459 0.328
H 1.8331 -11.6076 -9.3215 0.386
H 0.3598 -11.7571 -11.3215 0.195
H 1.1616 -14.6702 -10.5698 0.331
H 2.3557 -13.3787 -10.9216 0.323
H 1.2290 -13.9682 -12.1426 0.361
H -1.2087 -13.4604 -11.3097 0.327
C 9.7354 -9.9595 -9.1260 -1.272
C 9.7340 -9.4261 -7.6447 0.353
C 10.8566 -8.4314 -7.3885 -1.143
O 8.5972 -8.7426 -7.2117 -0.523
H 8.6998 -10.2628 -9.2801 0.394
H 10.2806 -10.8995 -9.2111 0.357
H 10.0465 -9.2292 -9.8731 0.302
H 9.8455 -10.3125 -7.0202 0.248
H 11.8311 -8.8080 -7.6993 0.355
H 10.9093 -8.3314 -6.3043 0.289
H 10.7444 -7.5281 -7.9880 0.315
H 8.2768 -8.2955 -7.9985 0.325
```

Calculated values
Calculated total energy   -4941.40747 a.u.
E_HOMO   -8.98 eV
Total charge   0
E_LUMO   -6.2 eV
Energy relative to the best compared isomer or geometry (same formula, charge and spin)   280.32 kcal/mol